Below is 3 unconnected molecules or ions with the total composition C3H3NO2 at a distorted geometry, with properties calculated with ωB97M-V/def2-TZVPD.

- HOMO-LUMO gap: 11.09 eV
- Total energy: -8742.5379 eV
- Relative energy (zero: lowest compared OMol25 entry of this formula, charge and spin): 2.593 eV
- HOMO: -11.163 eV
- Spin multiplicity: 1

Last column: Mulliken charge in e.
CARTESIAN COORDINATES (ANGSTROEM)
1 C -1.892 0.053 0.227  -0.1249
2 O -1.065 0.646 -0.422  -0.3989
3 C 1.476 0.908 -1.590  0.1427
4 O 1.623 2.033 -1.603  -0.1734
5 C 1.445 -1.054 0.765  0.5399
6 N 2.460 -1.427 1.166  -0.3443
7 H 0.520 -0.677 0.377  -0.1522
8 H -1.813 -0.038 1.327  0.2643
9 H -2.754 -0.444 -0.248  0.2467

---

Below is 2 unconnected molecules or ions with the total composition C6H15N3O at a distorted geometry, with properties calculated with ωB97M-V/def2-TZVPD.

- HOMO-LUMO gap: 9.64 eV
- Total energy: -12981.5944 eV
- Relative energy (zero: lowest compared OMol25 entry of this formula, charge and spin): 2.074 eV
- HOMO: -8.809 eV
- Spin multiplicity: 1

Last column: Mulliken charge in e.
CARTESIAN COORDINATES (ANGSTROEM)
1 C -3.360 -1.675 0.522  -1.0434
2 C -1.932 -1.434 0.099  0.7491
3 O -0.968 -1.955 0.652  -0.6639
4 N -1.741 -0.603 -0.949  0.0587
5 N -2.776 0.103 -1.550  -0.6891
6 H -3.940 -2.038 -0.330  0.3187
7 H -3.326 -2.448 1.304  0.3011
8 H -3.790 -0.736 0.925  0.2836
9 H -0.766 -0.491 -1.264  0.2866
10 H -2.656 1.108 -1.424  0.2308
11 H -2.764 -0.095 -2.549  0.2382
12 C 2.511 0.526 1.878  -1.5055
13 C 2.107 1.257 0.621  0.3903
14 C 2.767 0.858 -0.711  -0.5849
15 N 1.426 0.785 -1.343  -0.4995
16 C 0.795 0.786 -0.004  -0.4014
17 H 2.586 -0.561 1.696  0.3403
18 H 3.476 0.869 2.234  0.4096
19 H 1.779 0.692 2.680  0.3241
20 H 2.124 2.346 0.760  0.2996
21 H 3.458 1.576 -1.173  0.2758
22 H 3.261 -0.105 -0.625  0.2756
23 H 1.268 0.007 -1.970  0.2333
24 H 0.529 -0.203 0.415  0.1194
25 H -0.071 1.429 0.106  0.2529

---

Below is 14 unconnected molecules or ions with the total composition C5H37NO15 at a distorted geometry, with properties calculated with ωB97M-V/def2-TZVPD.

- HOMO-LUMO gap: 9.97 eV
- Total energy: -37985.8271 eV
- Relative energy (zero: lowest compared OMol25 entry of this formula, charge and spin): 6.485 eV
- HOMO: -9.913 eV
- Spin multiplicity: 1

Last column: Mulliken charge in e.
CARTESIAN COORDINATES (ANGSTROEM)
1 O 1.270 -0.195 -0.282  0.0150
2 C 1.184 -1.084 -1.405  -0.3774
3 C -0.147 -1.813 -1.315  -0.2706
4 C -1.384 -1.002 -1.770  -0.8009
5 C -1.791 -0.103 -0.577  -0.6502
6 C -0.781 1.373 0.878  -0.4538
7 N -1.130 1.149 -0.308  0.2361
8 H 1.921 -1.856 -1.266  0.3532
9 H -0.106 -2.236 -0.296  0.0645
10 H -0.169 -2.726 -1.998  0.6647
11 H -2.242 -1.630 -2.037  0.4657
12 H -1.167 -0.417 -2.645  -0.0694
13 H -2.852 0.068 -0.542  0.7438
14 H -1.610 -0.814 0.256  0.1348
15 H -0.576 0.660 1.681  -0.0231
16 H -0.519 2.372 1.189  0.3137
17 H 2.051 3.156 -1.344  0.2552
18 H 2.168 -0.011 -0.004  0.1205
19 O 1.334 2.847 -0.813  -0.6738
20 H 1.296 -2.563 -4.564  0.3000
21 H 1.462 -3.042 -3.013  0.3795
22 O 1.001 -3.127 -3.859  -0.6354
23 H -0.771 1.303 -3.676  0.3718
24 H -1.012 0.584 -4.929  0.3211
25 O -0.298 0.748 -4.324  -0.6334
26 H 0.769 -2.360 4.083  0.2439
27 H 0.175 -1.310 3.095  0.3744
28 O 0.440 -2.221 3.206  -0.6059
29 H 0.746 3.497 2.267  0.3112
30 H 2.054 2.672 2.703  0.3019
31 O 1.136 2.862 2.851  -0.6642
32 H -4.472 1.498 2.598  0.3598
33 H -3.166 1.353 2.180  0.2517
34 O -3.641 2.061 2.642  -0.6044
35 H -0.947 3.080 -2.716  0.3375
36 H -2.483 2.626 -2.788  0.3202
37 O -1.690 2.807 -3.299  -0.6901
38 H 0.857 2.038 -1.009  0.2971
39 H 0.820 -0.187 -3.195  0.4328
40 O 1.503 -0.221 -2.492  -0.5701
41 H 5.388 1.366 0.844  0.3124
42 H 4.279 1.306 -0.134  0.3037
43 O 4.610 1.895 0.556  -0.6140
44 H 2.863 -2.127 2.479  0.2225
45 H 1.720 -2.060 1.265  0.1328
46 O 2.587 -1.877 1.612  -0.5464
47 H 1.346 -3.941 1.064  0.2726
48 H 2.681 -3.394 0.425  0.4384
49 O 2.079 -4.172 0.508  -0.6402
50 H -1.720 -2.554 2.514  0.2872
51 H -2.583 -3.618 1.835  0.2921
52 O -2.483 -2.676 1.975  -0.6227
53 H -3.106 3.043 -0.888  0.2493
54 H -3.213 3.175 0.532  0.3275
55 O -3.762 3.296 -0.237  -0.6334
56 H 0.485 1.133 3.604  0.2969
57 H -0.620 0.868 4.598  0.3349
58 O 0.215 0.496 4.280  -0.6617

---

Below is a gas-phase ion, C5H8NO (charge +1) at a distorted geometry, with properties calculated with ωB97M-V/def2-TZVPD.

- HOMO-LUMO gap (alpha / beta): 8.35 / 7.76 eV
- Total energy: -8840.1497 eV
- Charge: +1
- Relative energy (zero: lowest compared OMol25 entry of this formula, charge and spin): 0.404 eV
- HOMO (alpha / beta): -11.880 / -14.999 eV
- Spin multiplicity: 3

Last column: Mulliken charge in e.
CARTESIAN COORDINATES (ANGSTROEM)
1 C 0.111 1.544 0.012  -0.0305
2 C -0.119 2.657 -0.520  0.7311
3 C 0.314 0.379 0.568  0.1155
4 C -0.093 -0.130 1.791  -1.2065
5 C -0.360 -1.039 -1.350  -0.8670
6 N 0.688 -0.797 -0.310  -0.1585
7 O -0.344 3.803 -0.883  -0.3766
8 H -1.040 -0.799 1.666  0.3022
9 H 0.808 -0.655 2.127  0.3438
10 H -0.363 0.729 2.393  0.3916
11 H -0.547 -0.113 -1.857  0.3682
12 H -0.131 -1.788 -2.138  0.3280
13 H -1.199 -1.497 -0.756  0.3182
14 H 1.474 -0.604 -0.926  0.3551
15 H 0.800 -1.690 0.183  0.3852